Computed, not measured: a 12-piece molecular cluster, C53H81N5O7 overall at a distorted geometry, with ωB97M-V/def2-TZVPD.

Values from the calculation:
**Energy relative to the best compared isomer or geometry (same formula, charge and spin)**: 372.4 kJ/mol
**E_tot**: -2868.21101 a.u.
**SMILES**: c1ccncc1.c1ccncc1.c1ccncc1.c1ccncc1.c1ccncc1.C1CCOC1.C1CCOC1.C1CCOC1.C1CCOC1.C1CCOC1.C1CCOC1.C1CCOC1
**Gap between HOMO and LUMO**: 0.34052 Eh
**Charge**: 0

Cartesian coordinates (Å):
C 4.795 -7.246 1.780
C 4.095 -6.058 1.579
C 4.036 -5.234 2.672
N 4.586 -5.471 3.884
C 5.130 -6.694 4.123
C 5.239 -7.595 3.039
H 4.818 -7.997 1.005
H 3.778 -5.774 0.587
H 3.627 -4.251 2.490
H 5.471 -6.960 5.113
H 5.630 -8.587 3.209
C -6.530 -4.703 2.558
C -6.966 -3.598 3.309
C -6.231 -2.418 3.274
N -5.120 -2.320 2.457
C -4.751 -3.407 1.696
C -5.457 -4.585 1.715
H -7.117 -5.609 2.566
H -7.693 -3.730 4.097
H -6.486 -1.599 3.931
H -3.806 -3.234 1.203
H -5.055 -5.442 1.196
C 7.402 0.162 -3.592
C 8.727 -0.289 -3.580
C 9.006 -1.654 -3.508
N 7.956 -2.557 -3.464
C 6.652 -2.117 -3.499
C 6.395 -0.791 -3.567
H 7.060 1.163 -3.807
H 9.493 0.470 -3.530
H 10.000 -2.074 -3.530
H 5.795 -2.774 -3.467
H 5.357 -0.499 -3.625
C -7.190 4.152 1.242
C -6.432 3.835 2.343
C -6.784 4.222 3.639
N -7.962 4.962 3.818
C -8.657 5.340 2.690
C -8.330 4.905 1.388
H -7.014 3.809 0.233
H -5.485 3.359 2.139
H -6.226 3.941 4.520
H -9.680 5.680 2.758
H -8.948 5.204 0.554
C 1.787 -3.142 -9.629
C 1.369 -1.884 -9.443
C 1.352 -1.292 -8.137
N 1.789 -1.981 -7.059
C 2.179 -3.290 -7.288
C 2.201 -3.904 -8.525
H 1.839 -3.516 -10.641
H 1.002 -1.279 -10.259
H 1.001 -0.274 -8.061
H 2.414 -3.818 -6.377
H 2.431 -4.953 -8.633
C -1.181 -3.737 7.098
C -0.972 -4.161 5.615
C -1.249 -5.578 5.675
O -0.632 -6.067 6.863
C -0.606 -4.974 7.778
H -2.241 -3.580 7.293
H -0.599 -2.858 7.373
H 0.054 -3.938 5.323
H -1.639 -3.751 4.855
H -1.089 -6.259 4.839
H -2.326 -5.638 5.826
H 0.449 -4.767 7.956
H -1.066 -5.255 8.725
C -4.854 0.566 -5.838
C -4.586 1.319 -7.155
C -3.640 2.421 -6.787
O -3.482 2.249 -5.352
C -4.548 1.601 -4.726
H -4.137 -0.255 -5.830
H -5.853 0.205 -5.593
H -5.472 1.711 -7.655
H -4.075 0.643 -7.841
H -3.938 3.454 -6.969
H -2.690 2.487 -7.316
H -5.378 2.290 -4.569
H -4.292 1.111 -3.787
C -0.292 -6.874 -3.573
C 0.680 -7.945 -3.977
C -0.107 -9.213 -3.700
O -0.821 -8.886 -2.578
C -1.203 -7.508 -2.588
H -0.898 -6.486 -4.392
H 0.321 -6.010 -3.318
H 1.453 -7.958 -3.208
H 1.092 -7.935 -4.986
H 0.430 -10.140 -3.498
H -0.701 -9.528 -4.557
H -1.401 -7.021 -1.633
H -2.202 -7.462 -3.022
C -0.002 1.180 0.024
C 0.759 0.603 -1.146
C 0.128 -0.753 -1.215
O -0.017 -1.178 0.105
C -0.079 0.008 0.930
H -0.983 1.327 -0.428
H 0.294 2.119 0.492
H 1.808 0.550 -0.853
H 0.575 1.223 -2.023
H 0.631 -1.504 -1.826
H -0.847 -0.736 -1.702
H 0.633 -0.010 1.755
H -1.069 -0.002 1.385
C 4.588 2.769 3.013
C 4.570 4.142 2.312
C 5.716 4.890 2.918
O 6.702 3.924 3.215
C 6.098 2.656 3.232
H 4.225 1.883 2.492
H 4.079 2.788 3.977
H 3.638 4.686 2.462
H 4.897 4.142 1.272
H 5.424 5.156 3.934
H 6.071 5.770 2.382
H 6.311 2.151 4.174
H 6.532 2.062 2.428
C 0.531 8.227 -0.353
C 0.880 8.438 -1.870
C -0.480 8.307 -2.515
O -1.348 8.998 -1.632
C -0.872 8.874 -0.255
H 1.295 8.686 0.275
H 0.467 7.142 -0.261
H 1.534 7.631 -2.199
H 1.411 9.390 -1.869
H -0.855 7.289 -2.615
H -0.394 8.730 -3.517
H -1.482 8.227 0.375
H -0.673 9.853 0.181
C -1.247 6.799 5.837
C -0.219 7.804 5.502
C 1.050 6.981 5.828
O 0.686 5.645 5.447
C -0.705 5.489 5.178
H -2.216 7.008 5.385
H -1.445 6.562 6.883
H -0.325 8.584 6.256
H -0.249 8.097 4.453
H 1.173 7.059 6.908
H 1.843 7.398 5.207
H -1.022 4.540 5.609
H -0.821 5.519 4.094

Atoms 1-2, force components in eV/Å:
-0.974 -0.513 -0.019
1.273 -0.959 0.156